ORCA calculation (the ωB97M-V functional and the def2-TZVPD basis) on a structure of composition C7H16S2 at a distorted geometry.

Each line ends with the natural charge from an NBO analysis.
Geometry (Å):
C (-2.1519, -0.7347, -0.4992)  -0.64
C (-0.7623, -2.6302, 0.4691)  -0.66
C (1.2591, 1.1455, -1.7011)  -0.60
C (1.4637, 2.2682, 0.5107)  -0.65
C (-0.7627, -1.3631, -0.3301)  -0.12
C (0.5617, 1.3737, -0.3222)  -0.27
C (0.3317, 0.0513, 0.4838)  -0.25
S (1.9312, -0.7389, 0.7387)  -0.03
S (-0.3893, 0.2350, 2.1684)  -0.04
H (-2.3637, -0.3039, 0.3925)  0.19
H (-3.0415, -1.3998, -0.8080)  0.21
H (-2.1003, 0.1593, -1.0880)  0.20
H (-0.8952, -2.3688, 1.5133)  0.22
H (-1.5819, -3.1911, 0.3288)  0.22
H (0.1601, -3.0657, 0.2332)  0.22
H (2.2354, 0.9089, -1.4664)  0.21
H (1.0752, 2.0578, -2.1067)  0.21
H (0.6920, 0.3971, -2.3533)  0.21
H (1.2739, 2.3885, 1.5529)  0.24
H (1.4719, 3.1773, -0.0840)  0.21
H (2.5103, 1.9838, 0.6209)  0.22
H (-0.3424, -1.2840, -1.3253)  0.20
H (-0.5158, 1.8324, -0.6320)  0.22
H (1.6231, -1.4721, 1.8256)  0.14
H (-1.6824, 0.5736, 1.8786)  0.12

The calculation puts the HOMO energy at -0.3095 Eh. The value obtained for the max |F| is 4.58 eV/A. As for the energy relative to the best compared isomer or geometry (same formula, charge and spin): 2.991 eV. The value obtained for the calculated total energy is -29186.1969 eV. For the frontier orbital gap, the calculation gives 0.334 Ha. The multiplicity is 1.